# 1
9
Properties=species:S:1:pos:R:3:forces:R:3:mulliken_charge:R:1 method="wB97M-V/def2-TZVPD" homo_energy_ev=-8.4 smiles="CNC=S" total_charge=0 e_tot_ha=-532.11499 homo_lumo_gap_ev=9.2
C -1.0760 -0.3649 1.4292 -1.3 0.8 0.3 -0.787
C 0.1248 -0.4908 -0.6677 3.0 2.1 -0.8 -0.156
H -0.5666 -0.5802 2.3252 1.6 -0.3 0.7 0.276
H -2.0830 -0.6262 1.7739 -0.2 -0.1 -1.0 0.308
H -1.0165 0.6963 1.2385 -0.1 0.4 0.1 0.298
H -1.3316 -1.5189 -0.3240 0.1 -0.6 1.4 0.284
H 0.3500 -1.1210 -1.5441 -0.7 0.1 0.3 0.281
N -0.6186 -1.0639 0.2692 -1.8 -1.3 -1.4 -0.198
S 0.9178 0.9832 -0.6202 -0.7 -1.2 0.2 -0.306



# 2
9
Properties=species:S:1:pos:R:3:forces:R:3:mulliken_charge:R:1 method="wB97M-V/def2-TZVPD" homo_energy_ev=-9.1 total_charge=0 e_tot_ha=-532.06615 homo_lumo_gap_ev=10.0
C 1.6599 -0.0809 -0.5479 -1.6 1.2 -3.9 0.099
C -0.8837 -0.9633 -0.2498 1.9 -4.1 -1.6 -0.917
N 2.7634 0.4037 -0.2525 1.3 1.0 -0.4 -0.543
S 0.7696 -1.2043 0.4854 -0.2 0.9 -0.6 -0.044
H 1.0439 0.2664 -1.8400 1.4 -1.2 3.8 0.166
H -1.1146 -0.0179 -0.5261 -0.2 3.0 -0.9 0.366
H -1.5515 -1.2503 0.4918 -1.3 -0.7 1.3 0.340
H -0.9640 -1.6850 -1.1433 -0.1 1.2 1.3 0.267
H 3.2365 1.0564 -0.9475 -1.2 -1.3 1.0 0.265



# 3
9
Properties=species:S:1:pos:R:3:forces:R:3:mulliken_charge:R:1 method="wB97M-V/def2-TZVPD" homo_energy_ev="-8.0 / -8.4" total_charge=0 e_tot_ha=-531.94923 homo_lumo_gap_ev="8.0 / 8.3"
C -0.5839 -0.2853 -0.2066 0.4 0.7 0.3 -0.441
C 0.2091 0.9964 -0.0665 -0.1 2.7 -0.9 -0.331
N 0.5451 -1.1958 -0.2741 -1.3 -3.7 2.2 -0.345
S 1.6524 -0.0611 -0.4425 1.5 2.1 -0.1 0.023
H -1.2447 -0.3147 0.6244 -0.8 -1.0 0.4 0.279
H -1.0594 -0.4010 -1.1427 -1.0 0.2 -1.0 0.231
H -0.0842 1.7853 -0.9215 0.9 -1.3 2.3 0.279
H 0.2068 1.3909 1.0192 0.1 -0.3 -1.9 0.271
H 0.3587 -1.9148 1.4102 0.4 0.7 -1.4 0.033



# 4
10
Properties=species:S:1:pos:R:3:forces:R:3:mulliken_charge:R:1 method="wB97M-V/def2-TZVPD" homo_energy_ev=-8.8 total_charge=0 e_tot_ha=-930.23526 homo_lumo_gap_ev=9.1
C -0.2437 0.4742 0.0561 -1.4 -4.0 -1.3 -0.115
C -1.3447 -0.5780 0.7000 1.7 0.7 -5.6 -1.024
N 2.3504 0.5285 -0.3975 -1.1 0.7 1.1 -0.577
S -0.4452 0.8803 -1.7358 -0.1 0.0 0.9 -0.227
S 1.1052 -0.2927 -0.7631 0.0 -0.2 -0.4 0.215
H 0.1583 1.1791 0.7022 0.3 1.6 1.1 0.481
H -0.9792 -1.2114 1.3930 1.6 -1.4 2.9 0.392
H -1.7728 -1.3377 -0.0735 0.5 2.1 0.9 0.281
H -1.9540 0.1740 1.0061 -2.9 1.2 1.4 0.327
H 3.1257 0.1836 -0.8876 1.4 -0.6 -0.9 0.248



# 5
9
Properties=species:S:1:pos:R:3:forces:R:3:mulliken_charge:R:1 method="wB97M-V/def2-TZVPD" homo_energy_ev=-8.6 total_charge=0 e_tot_ha=-423.28489 homo_lumo_gap_ev=8.0
C 0.7667 0.2959 0.1207 0.4 0.8 -0.6 0.569
C 0.7664 1.5559 0.4244 -2.0 -1.4 0.7 -0.946
N 1.0366 -0.8566 -0.0731 0.2 -2.9 -1.0 -0.478
Si -1.7658 -0.7070 0.2162 -0.6 1.1 -1.3 0.061
H -0.0995 2.0040 0.7814 -1.4 0.5 0.9 0.267
H 1.4138 2.2005 0.0218 2.9 2.0 -1.4 0.311
H 0.8629 -1.4397 -0.9300 -0.1 1.2 1.1 0.340
H -1.0751 -1.8415 0.7358 0.4 -1.6 0.4 -0.052
H -1.9060 -1.2115 -1.2972 0.3 0.2 1.0 -0.072



# 6
9
Properties=species:S:1:pos:R:3:forces:R:3:mulliken_charge:R:1 method="wB97M-V/def2-TZVPD" homo_energy_ev=-9.8 total_charge=0 e_tot_ha=-423.25806 homo_lumo_gap_ev=9.7
C 2.9459 0.1225 0.2961 1.4 1.1 0.6 -0.062
C 1.9070 -0.2928 -0.0734 -7.3 -3.1 -2.2 -0.390
N 0.1697 -1.0196 -0.4409 4.0 1.8 1.9 -0.362
Si -1.1665 0.1185 -0.1229 0.9 -1.5 -0.4 0.390
H 3.7770 0.7011 0.5963 0.4 -0.1 0.1 0.406
H 0.0900 -1.4133 -1.3677 1.1 0.0 -0.3 0.269
H -2.2700 -0.7229 0.4007 0.1 0.3 0.6 -0.078
H -1.6979 0.3272 -1.4671 -0.1 1.0 -0.3 -0.092
H -0.4844 1.1037 0.7119 -0.6 0.5 0.1 -0.082



# 7
10
Properties=species:S:1:pos:R:3:forces:R:3:mulliken_charge:R:1 method="wB97M-V/def2-TZVPD" homo_energy_ev=-10.6 total_charge=0 e_tot_ha=-571.03504 homo_lumo_gap_ev=11.5
C 0.3394 -0.7851 -0.1297 -1.7 -0.4 4.1 -0.269
C -0.1293 0.6258 -0.3746 -2.2 -3.1 -2.1 -0.561
O -3.0169 0.4059 -0.2699 -0.8 0.1 -0.2 -0.635
O -1.0322 -1.4218 -0.1526 0.4 0.4 0.1 -0.386
P -1.7205 0.0082 0.2384 1.2 -0.8 1.4 0.626
H 0.9341 -1.2989 -0.7987 1.3 -0.8 -1.4 0.293
H 0.7111 -0.9075 0.9805 -0.3 0.1 -2.2 0.203
H 0.2711 1.3330 0.1844 2.1 3.5 2.0 0.375
H -0.2551 0.7587 -1.4430 0.2 0.7 -0.1 0.275
H -1.6091 -0.0012 1.7320 -0.2 0.1 -1.5 0.078



# 8
10
Properties=species:S:1:pos:R:3:forces:R:3:mulliken_charge:R:1 method="wB97M-V/def2-TZVPD" homo_energy_ev="-8.1 / -7.7" total_charge=0 e_tot_ha=-570.92378 homo_lumo_gap_ev="8.3 / 7.9"
C 0.5123 0.9195 0.0461 -2.0 0.9 -0.4 0.387
C -1.9637 0.3083 0.0966 2.4 0.5 0.2 -1.086
O 0.8612 2.0192 -0.1483 -0.1 -0.7 0.2 -0.341
O 2.4879 -0.9321 -0.2842 0.1 -0.1 0.1 -0.505
P 0.9934 -0.7492 0.4058 0.4 -0.4 -0.2 0.165
H -1.9536 -0.5254 0.7680 -0.3 -0.3 0.2 0.370
H -2.1384 0.1155 -0.9430 -0.1 -0.1 -0.3 0.324
H -2.3249 1.2380 0.4900 -0.1 0.2 0.1 0.300
H 3.1836 -1.2084 0.3152 0.1 0.0 0.2 0.336
H 0.3422 -1.1854 -0.7462 -0.4 0.0 -0.1 0.050